## w
Density functional theory data (the ωB97M-V functional and the def2-TZVPD basis) for C10H9NO in the gas phase.

The SMILES is O=Cc1ccccccccn1. The gap between HOMO and LUMO comes out at 7.775 eV. As for the HOMO energy: -8.14 eV.

Each line ends with the Mulliken charge.
Geometry (Å):
H: 1.12698 -1.33095 -0.11839  0.411
H: 1.00067 0.02314 -2.55201  0.372
C: -1.08088 -0.23327 -2.09624  -0.370
C: -0.58376 -1.91301 0.52209  -0.379
H: 0.10342 -2.41600 1.19393  0.511
H: -3.01019 0.21551 -1.36117  0.421
C: 1.51370 0.75314 0.17913  -0.080
C: 0.92385 0.10280 2.42950  -0.363
C: 0.82759 -0.25555 -0.44153  -0.120
H: 1.58566 1.78797 -0.19908  0.310
C: -1.97775 0.01456 0.32427  -0.832
C: -2.06817 -0.04692 -1.05103  -0.222
C: -0.81975 -0.56697 1.00998  0.763
H: 1.19043 0.16735 3.49951  0.349
H: -1.47024 -0.12003 -3.15323  0.313
H: 2.63354 1.42061 1.97556  0.258
H: -2.74705 0.29747 0.91213  0.474
C: 0.25576 -0.19185 -1.79609  -0.562
O: -1.15322 -2.51285 -0.33418  -0.491
C: 1.77842 0.74770 1.54796  -0.328
N: -0.33945 -0.18222 2.04972  -0.435

## x
Density functional theory data (the ωB97M-V functional and the def2-TZVPD basis) for C10H9NO in the gas phase.

The SMILES is Cc1nc2ccccc2cc1O. The gap between HOMO and LUMO comes out at 8.803 eV. As for the HOMO energy: -8.29 eV.

Each line ends with the Mulliken charge.
Geometry (Å):
C: 2.25744 1.98300 1.10804  -0.112
C: 1.29292 1.30082 1.74464  -0.965
C: 1.67347 1.12722 -1.01759  -0.193
H: -3.14299 -1.44415 -1.48810  0.350
C: -0.61910 -0.30874 1.45678  -0.761
C: -1.23138 -1.24124 0.64598  0.581
C: -1.18025 -1.05302 -0.79909  0.767
C: -2.11730 -1.64304 -1.83597  -1.426
H: 2.79269 2.75503 1.71783  0.269
H: -2.52064 -2.72480 0.43349  0.336
C: 0.42788 0.46668 0.96334  1.257
H: 1.14923 1.39845 2.81838  0.355
H: -2.04924 -2.69871 -1.92615  0.394
H: -1.86382 -1.00951 -2.72577  0.347
H: 1.84683 1.06063 -2.06016  0.435
C: 2.49483 1.95895 -0.31534  -0.836
C: 0.60714 0.39159 -0.48446  -0.286
H: -0.84691 -0.36628 2.59790  0.270
O: -1.99235 -2.25715 1.18240  -0.610
N: -0.30004 -0.23282 -1.27740  -0.544
H: 3.32160 2.53707 -0.73875  0.374

In terms of stability, x leads; the second structure lies 5.008 eV higher.

## w
Density functional theory data (the ωB97M-V functional and the def2-TZVPD basis) for a 2-piece molecular cluster, C4H10O4 overall.

The SMILES is CC(O)(O)O.CC=O. The gap between HOMO and LUMO comes out at 11.219 eV. As for the HOMO energy: -10.38 eV.

Each line ends with the Mulliken charge.
Geometry (Å):
H: 0.99203 -0.04061 1.38743  0.324
O: 0.66344 0.71850 0.88814  -0.540
C: 1.22149 0.65571 -0.38151  0.984
H: 0.28568 2.49756 -0.92592  0.337
H: -2.25885 -2.95613 1.09165  0.352
C: -1.63843 -2.10845 0.74720  0.220
H: 2.90689 -0.03134 -1.07500  0.335
H: -1.58211 0.02758 0.68261  0.193
C: 1.27876 2.06343 -0.97114  -1.368
H: 0.25069 -0.97935 -0.78805  0.362
H: -3.10104 -0.72333 0.14353  0.283
O: 2.50083 0.09735 -0.21196  -0.570
H: 1.60320 2.00907 -2.00573  0.353
H: -2.73106 -0.67098 1.85976  0.326
O: 0.46540 -0.13621 -1.23403  -0.532
H: 1.96896 2.66299 -0.38700  0.328
O: -0.53534 -2.30887 0.30920  -0.559
C: -2.29053 -0.77691 0.87080  -0.828

## x
Density functional theory data (the ωB97M-V functional and the def2-TZVPD basis) for a 2-piece molecular cluster, C4H10O4 overall.

The SMILES is COC(C)=O.OCO. The gap between HOMO and LUMO comes out at 11.093 eV. As for the HOMO energy: -10.24 eV.

Each line ends with the Mulliken charge.
Geometry (Å):
O: 1.36624 0.39480 0.24102  -0.407
H: 0.01795 0.09483 -1.05796  0.134
O: -1.58626 -1.41605 -1.10995  -0.484
H: -0.79114 -0.26553 -2.60648  0.331
O: -0.62916 0.52344 1.50243  -0.572
H: 2.63780 1.94284 0.72203  0.246
H: 1.43004 2.29488 -0.53757  0.270
C: 0.49370 -1.62010 1.25868  -1.023
O: -1.97423 0.82928 -1.37323  -0.539
H: 1.18429 -2.02697 0.51815  0.280
C: 1.59829 1.79430 0.41995  -0.697
H: 0.95743 2.25016 1.18050  0.332
H: 0.90690 -1.75037 2.26088  0.345
C: 0.24091 -0.16644 1.01872  0.837
H: -1.98017 1.02960 -0.41928  0.367
H: -0.44902 -2.16110 1.16271  0.290
H: -2.38728 -1.55290 -1.64031  0.313
C: -1.03630 -0.19469 -1.54030  -0.024

In terms of stability, w leads; the second structure lies 1.016 eV higher.

## w
Density functional theory data (the ωB97M-V functional and the def2-TZVPD basis) for C5H10N2S as an isolated structure.

The gap between HOMO and LUMO comes out at 9.640 eV. As for the HOMO energy: -8.88 eV.

Each line ends with the Mulliken charge.
Geometry (Å):
H: 1.78779 1.37005 -1.07640  0.272
S: -1.81502 -2.06581 0.54455  -0.238
H: -1.39167 -2.76289 1.60707  0.128
H: 0.39121 1.44977 1.52432  0.391
N: 0.74935 -0.81502 -0.90668  -0.639
C: -0.88637 0.58515 -0.06938  -0.314
H: 2.07326 2.25091 0.23011  0.254
C: 0.48277 1.04750 0.49562  -0.045
C: -0.46962 -0.05056 -1.40841  -0.893
N: 1.32771 1.84673 -0.30739  -0.678
H: 1.49397 -1.03670 1.07006  0.466
H: -1.20191 -0.72373 -1.89133  0.318
C: 0.68493 -0.49485 0.53941  -0.375
H: -0.94510 -0.18463 1.90563  0.377
H: -1.75952 1.26034 -0.04571  0.413
H: -0.21206 0.71425 -2.13009  0.344
C: -0.80200 -0.56885 0.89371  -0.104
H: 0.49229 -1.82167 -0.97507  0.323

## x
Density functional theory data (the ωB97M-V functional and the def2-TZVPD basis) for C5H10N2S in the gas phase.

The SMILES is [H]/N=C(/CS)N1C[C@@H]1C. The gap between HOMO and LUMO comes out at 9.582 eV. As for the HOMO energy: -9.13 eV.

Each line ends with the Mulliken charge.
Geometry (Å):
H: -2.51539 -1.32796 1.38154  0.298
C: 0.42647 1.16354 0.20328  0.432
N: 0.66403 2.37297 -0.08018  -0.660
H: -1.43590 1.28776 -1.52967  0.331
H: -1.31410 -2.49693 0.56048  0.198
N: -0.86190 0.55122 0.32133  -0.174
C: 1.54121 0.29752 0.58056  -0.633
S: 1.84944 -1.19482 -0.37181  -0.229
H: -0.28299 2.68272 0.00918  0.306
H: 1.49053 -1.97293 0.88336  0.146
H: -2.87654 -2.02472 -0.42816  0.316
C: -1.94117 0.94210 -0.42732  -0.715
C: -1.44977 -0.55817 -0.25275  0.272
H: -2.87411 1.27020 0.03601  0.258
H: -0.86256 -0.84365 -1.10329  0.488
H: 1.47519 0.09586 1.57426  0.382
C: -2.14728 -1.67626 0.32498  -1.308
H: 2.41323 0.96500 0.30466  0.293

In terms of stability, w leads; the second structure lies 2.574 eV higher.

## w
Density functional theory data (the ωB97M-V functional and the def2-TZVPD basis) for C5H9N3O in the gas phase.

The SMILES is C[C@@]12C[C@@H]1N(N)C=NO2. The gap between HOMO and LUMO comes out at 9.267 eV. As for the HOMO energy: -8.60 eV.

Each line ends with the Mulliken charge.
Geometry (Å):
C: 0.26938 -0.64560 -0.08299  -0.411
C: 1.36290 1.47816 -0.01741  0.131
C: -0.65018 -0.93893 0.97523  -0.927
H: -3.17699 0.07529 0.01558  0.279
O: -0.81534 1.39553 0.75593  -0.312
H: -2.24437 -0.86407 -1.30763  0.298
H: 2.63277 -0.94301 -0.92402  0.255
H: 2.92088 -0.85485 0.77443  0.275
C: -1.00075 0.11918 0.10154  1.079
H: -2.70032 0.93992 -1.50905  0.269
H: 0.40275 -1.44112 -0.76580  0.383
H: -1.21441 -1.87349 0.98637  0.310
N: 1.52653 0.14099 0.01579  0.405
H: -0.20187 -0.66619 1.99786  0.262
N: 0.28493 2.15172 0.09646  -0.539
N: 2.78719 -0.36397 -0.17272  -0.932
C: -2.29659 0.07166 -0.67402  -1.235
H: 2.11350 2.21880 -0.26556  0.411

## x
Density functional theory data (the ωB97M-V functional and the def2-TZVPD basis) for C5H9N3O in the gas phase.

The SMILES is [H]/N=C(\NC(=C)C)C(N)=O. The gap between HOMO and LUMO comes out at 9.921 eV. As for the HOMO energy: -9.04 eV.

Each line ends with the Mulliken charge.
Geometry (Å):
H: -4.36648 0.08693 -0.11299  0.239
N: -3.39496 0.36011 -0.13992  -0.324
C: 2.26822 -1.01456 0.98502  -0.973
H: 2.16829 0.03943 -1.93807  0.266
H: 3.17768 0.81157 -0.72511  0.364
N: -0.92847 1.53982 0.25622  -0.707
H: -3.13405 1.33382 -0.13914  0.249
C: -2.42155 -0.53330 0.07011  0.324
H: 3.34925 -0.98360 0.99947  0.268
H: 1.55711 1.44831 -1.08014  0.271
H: -0.28716 -1.58593 0.28029  0.311
H: 1.79702 -1.59209 1.76591  0.285
O: -2.55710 -1.72767 0.21186  -0.630
N: -0.02233 -0.67878 -0.09119  -0.224
C: 2.14864 0.54184 -0.96917  -1.025
H: -0.06300 2.04763 0.39894  0.252
C: 1.57245 -0.38611 0.04987  0.536
C: -0.86355 0.29257 0.17803  0.517

In terms of stability, x leads; the second structure lies 4.549 eV higher.

## w
Density functional theory data (the ωB97M-V functional and the def2-TZVPD basis) for a 2-piece molecular cluster, C5H9N3O overall.

The gap between HOMO and LUMO comes out at 8.788 eV. As for the HOMO energy: -8.59 eV.

Each line ends with the Mulliken charge.
Geometry (Å):
C: -0.43187 -0.21706 1.35185  -0.749
H: -0.82618 -1.12785 -1.22262  0.421
N: -1.12252 1.65440 -0.58314  -0.410
C: 0.69049 0.17451 0.31855  0.768
H: 0.88287 0.06731 -2.06635  0.334
H: -2.86655 0.66887 -0.54459  0.534
N: 0.24188 1.53391 -0.12901  -0.315
H: 0.78689 -1.50207 -1.12483  0.396
C: 1.10152 -0.46488 -1.05756  -1.287
H: 0.17569 2.04108 1.25692  0.317
H: -0.88782 0.59514 2.04247  0.177
C: -1.86070 0.57370 -0.41004  -0.109
H: -0.38713 -1.13667 1.90557  0.340
O: -1.31725 -1.62530 -0.43555  -0.455
C: 2.00165 -0.14701 0.12648  -0.451
H: 2.49155 -1.22866 0.55625  0.221
H: 2.80213 0.65438 -0.28425  0.257
N: -1.47463 -0.51381 0.29984  0.010

## x
Density functional theory data (the ωB97M-V functional and the def2-TZVPD basis) for a 2-piece molecular cluster, C5H9N3O overall.

The gap between HOMO and LUMO comes out at 9.444 eV. As for the HOMO energy: -8.88 eV.

Each line ends with the Mulliken charge.
Geometry (Å):
H: -2.83553 0.93046 1.73658  0.212
H: 0.60936 -0.92698 1.09159  0.350
C: -1.44552 0.63427 2.06873  -0.671
O: 2.60078 -0.16563 -2.14092  -0.558
H: 1.71107 1.06172 -1.15091  0.395
N: 1.26254 1.71733 -0.37496  -0.821
N: -0.53801 1.46252 1.30799  -0.143
C: 0.42622 0.96006 0.23800  0.450
H: -0.30012 2.27650 1.64372  0.204
H: -1.29437 -0.47991 1.40886  0.245
H: -1.29844 0.62469 3.35700  0.237
H: -1.29741 -0.56169 -1.26428  0.339
N: 0.82990 -0.96911 -1.05057  -0.117
H: -0.80112 -2.48336 -0.74970  0.267
C: 0.24693 -0.50753 0.07774  -0.281
H: 1.22034 -1.53394 -3.10054  0.247
C: -0.60083 -1.29819 -0.88865  -0.572
C: 1.50423 -0.74121 -2.20967  0.219

In terms of stability, x leads; the second structure lies 3.021 eV higher.

## w
Density functional theory data (the ωB97M-V functional and the def2-TZVPD basis) for a 3-piece molecular cluster, C5H9N3O overall.

The gap between HOMO and LUMO (alpha / beta) comes out at 6.282 / 8.118 eV. As for the HOMO energy (alpha / beta): -6.08 / -7.59 eV.

Each line ends with the Mulliken charge.
Geometry (Å):
N: -2.96929 -0.45826 0.13669  -0.312
H: 0.76127 2.24181 0.89444  0.296
H: 1.45180 1.91771 -0.71607  0.312
H: -0.21150 2.49284 -0.56938  0.378
C: -2.15592 0.54364 -0.21609  0.274
C: -0.09871 -0.71680 -0.18360  0.805
C: 3.10690 -0.33804 0.33886  -0.261
H: 3.15621 0.76700 0.22048  0.085
N: 2.09428 -1.04775 0.18200  -0.544
H: 4.08947 -0.76350 0.62973  0.242
H: -2.61948 -1.39679 0.25016  0.230
C: 0.05707 0.49523 -0.03364  0.124
O: -2.49123 1.66801 -0.47205  -0.537
H: -0.69530 -2.45052 -0.94050  0.249
C: 0.54798 1.85612 -0.10483  -1.343
H: 0.36086 -2.50770 0.35961  0.318
N: -0.42635 -2.01339 -0.06596  -0.545
H: -3.95807 -0.28963 0.29013  0.229

## x
Density functional theory data (the ωB97M-V functional and the def2-TZVPD basis) for a 2-piece molecular cluster, C5H9N3O overall.

The SMILES is [H]/N=C(\C)C(C)=O.N=C=N. The gap between HOMO and LUMO comes out at 9.237 eV. As for the HOMO energy: -8.76 eV.

Each line ends with the Mulliken charge.
Geometry (Å):
H: -2.26159 0.68810 -1.62236  0.367
C: 1.87355 1.15901 0.83299  0.663
O: -2.03982 -1.93582 0.10677  -0.558
H: 0.49473 -1.15532 1.45382  0.313
H: -2.24644 1.08171 0.08458  0.271
H: 1.27045 0.41751 -1.41107  0.423
C: -1.64252 -0.89958 -0.36790  0.580
H: -3.55480 0.04716 -0.53350  0.338
N: 1.17368 1.34289 1.80393  -0.444
H: 1.82538 -1.45177 0.20366  0.402
H: 0.39827 -2.42923 0.28115  0.477
H: 2.57703 2.05999 -0.78545  0.259
C: -0.17337 -0.67481 -0.64835  0.733
N: 0.20301 0.02981 -1.59937  -0.739
N: 2.34453 1.20649 -0.30861  -0.695
H: 1.49796 1.62308 2.71095  0.249
C: 0.76200 -1.41049 0.43230  -1.473
C: -2.50206 0.30129 -0.63356  -1.164

## y
Density functional theory data (the ωB97M-V functional and the def2-TZVPD basis) for C5H9N3O in the gas phase.

The SMILES is [H]/N=C(\C/C=C\N)C(N)=O. The gap between HOMO and LUMO comes out at 8.642 eV. As for the HOMO energy: -8.06 eV.

Each line ends with the Mulliken charge.
Geometry (Å):
N: -2.81601 0.79399 0.04279  -0.452
H: -2.72267 -0.71318 -1.37188  0.359
H: 1.27243 -2.37578 0.06636  0.253
H: -0.23745 -0.85282 1.94082  0.304
H: 3.54179 1.55668 -0.73168  0.225
O: 1.15352 2.00887 -0.00436  -0.622
N: 1.77452 -1.48965 0.09681  -0.805
H: 3.28339 -0.17773 -0.66076  0.246
C: 1.64609 0.92990 -0.26860  0.262
C: -1.08980 -0.90711 -0.06348  -0.569
H: -2.25242 1.61030 0.22760  0.178
C: 1.02084 -0.47483 0.22398  0.673
H: -3.79904 0.99081 -0.04891  0.205
N: 2.92494 0.76565 -0.64995  -0.350
C: -2.18481 -0.26823 -0.54478  -0.195
H: -0.87383 -1.89398 -0.44781  0.284
C: -0.23397 -0.28291 1.00823  -0.177
H: -0.40753 0.78002 1.18563  0.180

## z
Density functional theory data (the ωB97M-V functional and the def2-TZVPD basis) for C5H9N3O as an isolated structure.

The gap between HOMO and LUMO comes out at 8.688 eV. As for the HOMO energy: -8.12 eV.

Each line ends with the Mulliken charge.
Geometry (Å):
H: -2.08213 1.29011 1.39169  0.346
H: 0.52778 1.41618 -1.56822  0.273
C: -0.95387 0.47827 -0.85216  0.699
N: -2.31556 0.25583 -0.79481  -0.510
H: 1.17345 -2.36177 -0.77119  0.372
O: 2.89502 -0.74249 0.11239  -0.495
H: -0.06828 -2.02332 0.52128  0.305
N: -1.22218 1.01379 1.86806  -0.666
H: 1.71896 1.19949 1.53775  0.278
C: 0.71116 -1.62785 -0.12101  -1.007
C: -0.29169 0.70483 1.12031  0.471
H: 3.35119 0.07627 0.34540  0.312
H: -2.85080 0.60329 -1.57955  0.238
C: 1.58045 -0.66477 0.45282  0.887
C: 1.07041 0.42846 1.13478  -0.747
H: -0.14941 -0.70370 -0.66474  -0.129
H: -2.62224 -0.62910 -0.42258  0.209
N: -0.47226 1.28648 -1.71023  -0.836

In terms of stability, y leads; the second structure lies 0.908 eV higher.